one.
The following is a DFT calculation (ωB97M-V/def2-TZVPD) of the molecule C2H3N3O.

HOMO (eV): -9.4757
SMILES: Oc1cn[nH]n1

The geometry in ORCA input format:
```
! RIJCOSX wB97M-V def2-TZVPD def2/J DEFGRID3
* xyz 0 1
O 0.21857 -1.90052 0.37360
N 0.62582 0.36393 0.92806
N -0.57794 1.24260 -0.66640
N 0.13351 1.40301 0.34112
C 0.08091 -0.64607 0.12972
C -0.48528 -0.09209 -0.92206
H -0.20786 2.33196 0.88619
H 1.21733 -2.14194 0.77727
H -1.00504 -0.56087 -1.84751
*
```

---

two.
The following is a DFT calculation (ωB97M-V/def2-TZVPD) of the molecule C2H3N3O.

HOMO (eV): -9.9080
SMILES: Oc1ncn[nH]1

The geometry in ORCA input format:
```
! RIJCOSX wB97M-V def2-TZVPD def2/J DEFGRID3
* xyz 0 1
O -1.80850 -0.87950 0.05281
N 1.09857 1.03794 -0.06007
N -0.27368 0.89333 0.07044
N 0.51643 -1.16457 -0.19949
C 1.49390 -0.19125 -0.22528
C -0.54637 -0.44799 -0.01398
H -2.38739 -0.13568 -0.17393
H 2.54008 -0.42765 -0.36461
H -0.63303 1.31537 0.91411
*
```

---

Preferred: two; penalty for the next structure: 187.6 kJ/mol.

---

one.
The following is a DFT calculation (ωB97M-V/def2-TZVPD) of the molecule C2H3N3O.

HOMO (alpha / beta) (eV): -8.7268 / -8.7278

The geometry in ORCA input format:
```
! RIJCOSX wB97M-V def2-TZVPD def2/J DEFGRID3
* xyz 0 1
O 1.10833 -2.07279 0.34459
N 1.82213 1.83041 -0.70702
N 1.11003 1.02058 -0.34589
N 1.20106 -0.94431 0.75163
C -1.11352 0.02559 -0.02187
C 0.38581 0.00132 0.00151
H -1.55119 -0.81202 -0.57017
H -1.48057 -0.00616 1.01032
H -1.48207 0.95738 -0.46311
*
```

---

two.
The following is a DFT calculation (ωB97M-V/def2-TZVPD) of the molecule C2H3N3O.

HOMO (eV): -9.6259
SMILES: Oc1cn[nH]n1

The geometry in ORCA input format:
```
! RIJCOSX wB97M-V def2-TZVPD def2/J DEFGRID3
* xyz 0 1
O -1.96231 -0.25606 -0.29276
N 1.31189 0.83971 0.24121
N 1.34082 -0.48172 0.45500
N 0.16553 -1.11301 0.21373
C 0.06672 1.10208 -0.05770
C -0.65015 -0.12569 -0.05691
H -2.19777 -1.19031 -0.20799
H 2.16623 -0.87297 0.03060
H -0.24097 2.09796 -0.32518
*
```

---

Preferred: two; penalty for the next structure: 321.3 kJ/mol.

---

one.
The following is a DFT calculation (ωB97M-V/def2-TZVPD) of a cluster of 2 separate species, C5H14O2 in total.

HOMO (eV): -10.4391
SMILES: CC(C)CCO.O

The geometry in ORCA input format:
```
! RIJCOSX wB97M-V def2-TZVPD def2/J DEFGRID3
* xyz 0 1
O -2.60249 0.68306 3.66801
O 0.08901 -0.04892 1.95349
C 0.36002 0.19218 -1.04023
C 1.15292 -0.78052 1.27417
C 0.69758 -1.16816 -0.17094
C 1.30573 0.50998 -2.24507
C -1.10292 0.39496 -1.48435
H -0.29301 -1.65675 0.10672
H 1.54427 -1.62333 1.86998
H -0.55966 0.38983 1.42677
H 1.40586 -1.81170 -0.85279
H 1.95759 1.42502 -1.94967
H 1.85570 0.03695 1.00178
H 0.30839 1.01537 -0.42602
H -1.85822 0.76654 4.27579
H -2.16131 0.33498 2.91463
H -1.21097 0.85426 -2.44529
H 0.62814 0.97098 -3.03939
H 1.60316 -0.59781 -2.58036
H -1.42864 -0.73064 -1.58824
H -1.69115 0.84370 -0.66901
*
```

---

two.
The following is a DFT calculation (ωB97M-V/def2-TZVPD) of a cluster of 3 separate species, C5H14O2 in total.

HOMO (eV): -9.1348
SMILES: C=C(C)CC.O.O

The geometry in ORCA input format:
```
! RIJCOSX wB97M-V def2-TZVPD def2/J DEFGRID3
* xyz 0 1
O -0.67408 1.89611 -3.94286
O 1.82362 2.72827 -5.50223
C -0.83789 0.36642 3.18271
C 0.15085 -2.66203 1.42535
C -0.84479 -1.45719 1.34038
C -0.25440 -0.18191 1.93320
C 0.77606 0.46981 1.34937
H 1.45967 -0.09998 0.64292
H 0.10359 -3.42872 0.62227
H -1.93945 0.41023 3.02434
H -0.91044 1.18694 -3.33360
H -0.68374 -0.30815 4.04189
H -1.15128 -1.20271 0.33283
H 0.90033 2.74622 -5.20523
H 0.27009 1.77220 -4.07286
H -1.69674 -1.80461 1.91670
H 0.05577 -3.38438 2.24449
H -0.62481 1.36832 3.55954
H 1.58364 2.41434 -6.38646
H 1.36363 1.38298 1.52086
H 1.13039 -2.21218 1.30639
*
```

---

three.
The following is a DFT calculation (ωB97M-V/def2-TZVPD) of a cluster of 3 separate species, C5H14O2 in total.

HOMO (eV): -8.1226
SMILES: C=C(C)CC.O.O

The geometry in ORCA input format:
```
! RIJCOSX wB97M-V def2-TZVPD def2/J DEFGRID3
* xyz 0 1
O -1.83548 1.68901 1.45168
O -2.59691 1.36000 -1.27847
C 2.15939 -1.80983 -0.55758
C 2.15745 0.63212 0.92983
C 0.92224 -1.20921 -0.25571
C -0.40317 -1.82457 -0.58748
C 0.86894 0.12134 0.38952
H 0.59827 0.86856 -0.37388
H -1.00750 -1.72574 0.32072
H 0.17424 0.10255 1.25062
H -2.12640 1.15191 -2.12654
H -3.46880 1.56278 -1.49218
H 2.99028 -1.22819 -1.06864
H -0.77582 -1.31397 -1.45296
H 2.81005 0.98317 0.12553
H 1.94820 1.60500 1.39211
H -2.52188 2.23824 1.84308
H -1.83000 1.73934 0.49644
H 2.72238 0.06876 1.70727
H -0.46452 -2.96803 -0.94825
H 2.18153 -2.93557 -0.57042
*
```

---

four.
The following is a DFT calculation (ωB97M-V/def2-TZVPD) of a cluster of 3 separate species, C5H14O2 in total.

HOMO (eV): -9.8530
SMILES: C=CCCC.O.O

The geometry in ORCA input format:
```
! RIJCOSX wB97M-V def2-TZVPD def2/J DEFGRID3
* xyz 0 1
O 1.39796 3.09408 -3.13146
O -0.26954 2.84018 -0.08880
C -2.42789 -2.75491 0.54505
C 0.58997 -0.96198 1.44175
C 1.83500 -0.27614 0.87524
C -1.14076 -2.49732 0.40096
C -0.52405 -1.12350 0.40873
H -2.85942 -3.73771 0.44317
H 1.40984 3.75593 -2.43408
H 2.17521 -0.67695 -0.07662
H -1.04357 2.63268 0.45090
H 0.50557 2.47949 0.37819
H -0.45685 -3.32378 0.23159
H 1.66935 0.77680 0.59557
H 0.28123 -0.38931 2.31251
H 2.74226 -0.33469 1.47371
H 0.92429 -1.95352 1.75457
H -1.35155 -0.42724 0.58431
H -0.19343 -0.89949 -0.60576
H 0.67528 2.49734 -2.89490
H -3.13989 -1.96938 0.72862
*
```

---

Preferred: four; penalty for the next structure: 84.7 kJ/mol.

---

one.
The following is a DFT calculation (ωB97M-V/def2-TZVPD) of a cluster of 3 separate species, H6O3 in total.

HOMO (eV): -11.0851
SMILES: O.O.O

The geometry in ORCA input format:
```
! RIJCOSX wB97M-V def2-TZVPD def2/J DEFGRID3
* xyz 0 1
O 0.24375 -0.70627 -0.24324
O 0.54415 1.66637 -1.78212
O -0.81450 -0.87972 2.18722
H -0.33343 -0.86044 1.35992
H -0.53629 -1.07872 -0.65440
H 0.97357 -1.18724 -0.63345
H -1.32022 -0.06702 2.18976
H 0.31368 0.87092 -1.30216
H 0.92930 2.24215 -1.12154
*
```

---

two.
The following is a DFT calculation (ωB97M-V/def2-TZVPD) of a structure of composition H6O3.

HOMO (eV): -10.2600

The geometry in ORCA input format:
```
! RIJCOSX wB97M-V def2-TZVPD def2/J DEFGRID3
* xyz 0 1
O -0.92855 -1.28163 0.55355
O 0.65701 0.05524 0.31827
O -0.29500 1.55889 -0.72828
H -0.10891 -0.79474 0.46775
H 0.92839 0.67344 0.99680
H -0.59418 1.01039 -1.45345
H 1.34614 -0.60903 0.30931
H 0.13092 0.94898 -0.12592
H -1.13585 -1.56157 -0.33802
*
```

---

three.
The following is a DFT calculation (ωB97M-V/def2-TZVPD) of a cluster of 3 separate species, H6O3 in total.

HOMO (eV): -11.3245
SMILES: O.O.O

The geometry in ORCA input format:
```
! RIJCOSX wB97M-V def2-TZVPD def2/J DEFGRID3
* xyz 0 1
O -2.32159 -0.50542 0.99911
O 6.09686 1.84304 2.14482
O -3.55073 -0.95843 -2.52840
H 6.28287 1.08853 2.71864
H 5.57094 1.58326 1.38389
H -2.36408 0.46695 0.90538
H -4.33037 -1.50316 -2.33289
H -2.19365 -0.73310 0.06665
H -3.19024 -1.28167 -3.35721
*
```

---

four.
The following is a DFT calculation (ωB97M-V/def2-TZVPD) of a cluster of 3 separate species, H6O3 in total.

HOMO (eV): -10.5903
SMILES: O.O.O

The geometry in ORCA input format:
```
! RIJCOSX wB97M-V def2-TZVPD def2/J DEFGRID3
* xyz 0 1
O -0.07098 0.28719 0.79281
O -0.00195 1.77732 -1.83573
O -0.47300 -2.37522 1.52384
H -0.54034 1.08273 1.05816
H 0.88013 1.89776 -2.20169
H -0.22655 -1.48311 1.22071
H 0.46318 0.56651 0.04121
H -0.38487 1.05569 -2.34521
H 0.35438 -2.80888 1.74589
*
```

---

Preferred: four; penalty for the next structure: 10.6 kJ/mol.